(1)
Entry from the Open Molecules 2025 dataset: a 2-piece molecular cluster, CH6S3 overall (the ωB97M-V functional and the def2-TZVPD basis).

Each line ends with the Löwdin charge.
Positions of all 10 atoms, in Å:
H1 -1.5777 -2.5040 2.8217  0.03
H2 -3.0564 -1.8621 2.1092  0.02
C1 -2.2397 -1.6324 2.7882  -0.51
H3 -2.5941 -1.5177 3.8048  0.02
S1 -1.4003 -0.1202 2.2838  0.61
S2 3.8728 2.5680 -4.0193  0.21
H4 4.1925 1.4512 -3.3423  -0.21
H5 1.3537 2.1157 -3.3470  -0.21
S3 1.9314 2.1407 -4.5577  0.21
H6 -0.4819 -0.6392 1.4585  -0.17

Atoms 1-3, force components in eV/Å:
H 0.0719 0.3119 -0.1428
H -0.1241 0.0285 0.1310
C 0.2139 -0.7635 -0.1749

Output
Highest occupied orbital energy   -9.14 eV
SMILES   CS.SS

(2)
Entry from the Open Molecules 2025 dataset: Cl4Na as an isolated structure (the ωB97M-V functional and the def2-TZVPD basis).

Each line ends with the Löwdin charge.
Positions of all 5 atoms, in Å:
Na1 -0.3890 -0.2142 -0.3257  -0.10
Cl1 -0.5400 -2.9725 0.5628  -0.71
Cl2 2.4061 -0.1452 -1.1386  -0.71
Cl3 -1.3945 2.3256 -1.5036  -0.73
Cl4 -0.0825 1.0062 2.4051  -0.74

Atoms 1-3, force components in eV/Å:
Na 0.6287 0.3152 0.4972
Cl -0.3252 -0.2196 -0.2015
Cl 0.1663 -0.0832 -0.2994

Output
Highest occupied orbital energy   1.59 eV
Net charge   -3

(3)
Entry from the Open Molecules 2025 dataset: a 12-piece molecular cluster, C36H72O30S6 overall at a distorted geometry (the ωB97M-V functional and the def2-TZVPD basis).

Each line ends with the Löwdin charge.
Positions of all 144 atoms, in Å:
C1 2.5034 -4.0274 -2.6627  -0.16
C2 5.5480 0.6695 -0.7406  -0.17
C3 0.8893 0.7744 -0.4982  -0.19
H1 -2.4509 6.0772 -1.3276  0.10
O1 1.2320 2.8565 -6.3642  -0.25
H2 0.0853 6.3853 0.1921  0.11
C4 5.1608 -3.3351 2.1272  -0.19
C5 -2.6788 -3.0071 5.5978  -0.17
H3 -3.3471 1.0926 1.4773  0.12
H4 -1.6200 5.2068 2.2616  0.12
H5 1.4690 0.9341 0.4109  0.11
O2 -1.3636 -2.1348 -3.9941  -0.23
H6 4.2448 3.5108 -0.5197  0.10
H7 3.1391 3.8006 4.2473  0.09
C6 -3.3148 -3.7122 4.3277  -0.16
S1 -4.4417 2.4355 4.4465  0.74
O3 4.5751 -4.5515 -1.7461  -0.12
O4 -5.7471 2.9793 4.6944  -0.25
H8 3.3197 -5.9729 -2.7828  0.11
H9 -5.1052 1.4720 -3.6006  0.12
H10 3.4078 2.1237 1.3486  0.08
H11 -3.5833 0.7917 -3.1386  0.10
H12 3.4621 0.5528 -0.8146  0.08
C7 -0.8680 4.5238 0.2827  -0.20
C8 -0.4771 -1.0269 -3.9033  -0.18
H13 0.7053 -1.9828 0.2730  0.11
C9 4.5846 -3.2198 -1.9620  -0.26
H14 -2.6398 0.2071 3.8324  0.13
H15 0.2542 -2.1894 -1.4356  0.09
S2 0.4339 1.9786 3.6474  0.60
H16 3.8782 -1.8182 4.4705  0.12
S3 -0.9697 -3.0199 3.7254  0.74
S4 2.5681 2.8088 -5.7790  0.77
O5 -3.7940 -2.3247 -1.1182  -0.25
H17 -4.4618 -0.0572 -1.0173  0.10
H18 -1.5751 -1.0291 0.4297  0.09
O6 -5.8409 1.5181 -0.9220  -0.13
S5 -3.8983 -3.1685 0.2884  0.74
H19 4.5476 0.7333 -4.1490  0.13
C10 -4.1709 -3.2027 -2.2143  -0.13
O7 1.9868 2.3782 3.2988  -0.33
H20 0.0308 4.0433 0.6690  0.11
C11 -5.3215 2.8237 -1.1019  -0.19
O8 -2.6979 5.9225 0.6539  -0.13
H21 -4.4180 -2.6080 -3.0937  0.12
H22 -3.2964 -2.3997 6.2593  0.14
C12 3.6687 -3.6923 1.8806  -0.19
C13 2.7946 2.7877 4.4559  -0.19
H23 1.7863 1.7707 6.1816  0.10
O9 -4.4518 0.7502 4.4760  -0.21
H24 3.3003 -3.2808 0.9409  0.09
C14 -5.1443 0.4881 -1.6692  -0.17
H25 2.8959 -5.4753 -1.0880  0.12
C15 4.9856 2.8837 -0.0238  -0.21
H26 5.0403 1.5702 1.6814  0.12
H27 -3.7122 -4.6835 4.6221  0.12
O10 -2.8675 -3.3106 -5.6928  -0.25
C16 -1.0257 -0.7209 -0.4598  -0.14
S6 -2.4156 -1.9686 -5.3043  0.77
H28 -0.7636 1.1171 0.6789  0.09
H29 3.4607 2.7837 -2.4529  0.12
H30 -3.2799 2.5390 -1.5312  0.09
H31 0.3871 -1.4937 -3.4308  0.11
O11 -1.2118 -1.2091 -6.1846  -0.21
H32 -3.9946 3.3573 -2.8082  0.12
H33 -1.2806 3.7873 -0.4069  0.10
H34 2.7349 -3.9943 -3.7273  0.11
C17 -3.6650 0.2097 3.4623  -0.19
H35 1.0381 1.5543 -1.2450  0.12
C18 -4.4721 1.2766 -2.7350  -0.19
H36 5.6720 -3.1612 1.1803  0.11
H37 -4.2285 -3.2639 3.9375  0.11
C19 -0.0954 -0.7518 -5.3513  -0.12
H38 3.6559 2.1576 4.6779  0.09
C20 3.5793 1.2228 -4.0456  -0.19
H39 2.9924 -3.8080 3.9641  0.12
H40 -6.0185 3.3621 -1.7440  0.11
C21 4.3359 1.7955 0.8806  -0.12
O12 0.4963 2.8328 5.0140  -0.24
H41 1.4264 -4.0831 -2.5044  0.10
O13 5.6702 2.1106 -0.9657  -0.17
C22 3.7759 -1.9684 3.3958  -0.18
H42 4.6969 3.0433 -3.7411  0.13
C23 -5.3827 -3.9876 -1.6345  -0.16
H43 -1.1547 1.3572 -1.0337  0.09
H44 0.7953 -1.3576 -5.5178  0.13
H45 6.4185 0.3985 -0.1432  0.12
H46 -0.9340 -0.2541 -3.2851  0.12
C24 -0.6136 5.8040 -0.4093  -0.19
C25 2.9576 -3.2103 3.0533  -0.19
H47 -2.5877 3.9932 1.3769  0.10
O14 -1.7659 -2.1996 4.9389  -0.22
O15 -4.1008 2.4572 2.8191  -0.20
O16 -0.0749 -3.9532 4.4181  -0.25
H48 -5.0161 0.8196 1.9147  0.13
O17 -0.6680 2.4996 2.7886  -0.35
H49 2.6821 -2.5279 -1.0453  0.08
H50 0.1629 0.2829 -5.5765  0.12
C26 1.7763 2.6916 5.5986  -0.24
O18 -2.3627 -3.7249 3.2583  -0.22
C27 -1.9490 4.8709 1.2782  -0.18
C28 3.3265 -5.1729 -2.0425  -0.17
C29 -0.6157 0.7256 -0.3276  -0.16
H51 -1.9992 7.5493 -0.4836  0.11
H52 4.9126 -2.7248 -1.0479  0.10
H53 -1.7183 -0.7761 -1.2998  0.08
O19 -2.7491 -4.0791 0.2687  -0.24
O20 3.6993 3.3717 -6.6289  -0.29
H54 -6.3232 -3.4795 -1.8476  0.13
O21 -3.3589 -0.8929 -4.9697  -0.27
C30 -1.9838 6.4613 -0.4207  -0.23
H55 -5.8208 -0.2328 -2.1283  0.12
H56 5.5488 3.6073 0.5655  0.11
H57 2.9762 0.6139 -3.3721  0.11
C31 3.6983 2.6720 -3.5108  -0.14
H58 -3.3074 -3.8309 -2.4330  0.12
H59 -5.0841 3.4612 -0.2501  0.13
O22 0.4931 0.5625 4.0942  -0.36
H60 5.5773 0.1382 -1.6919  0.10
O23 -4.0268 -2.2786 1.4233  -0.23
H61 4.2586 -0.4705 0.3920  0.11
H62 3.1571 -1.2198 2.9010  0.12
H63 -2.1909 -3.7836 6.1870  0.12
O24 2.9394 1.2368 -5.2958  -0.22
H64 1.8894 -3.1099 2.8610  0.08
O25 1.2214 -0.4913 -1.0510  -0.19
H65 2.9366 -1.9091 -2.6616  0.09
H66 -4.0519 -0.7837 3.2355  0.10
H67 -5.3737 -5.0478 -1.8874  0.13
H68 5.1396 -2.8745 -2.8342  0.12
H69 1.9312 3.4625 6.3534  0.11
C32 0.2889 -1.4863 -0.6034  -0.16
H70 5.5912 -4.1421 2.7202  0.12
O26 2.7023 3.3539 -4.2605  -0.21
C33 -4.2226 2.5821 -2.0766  -0.20
O27 -5.3343 -3.8948 -0.2223  -0.21
H71 3.6161 -4.7636 1.6868  0.11
O28 -3.3496 3.0705 5.2147  -0.25
C34 4.2061 0.5381 -0.0181  -0.14
C35 3.1173 -2.7681 -2.0154  -0.16
O29 -0.4150 -2.2367 2.6088  -0.23
C36 -4.0523 1.1444 2.3068  -0.19
O30 5.0506 -2.0986 2.7773  -0.14
H72 -0.1932 5.6900 -1.4085  0.11

Atoms 1-3, force components in eV/Å:
C 0.0602 0.4408 0.5367
C -0.1639 1.5657 0.2357
C -0.5815 -0.2552 -0.8718

Output
Highest occupied orbital energy (alpha / beta)   -0.35 / -6.70 eV
Spin multiplicity   2
Net charge   -1

(4)
Entry from the Open Molecules 2025 dataset: C24H27AuBrN2O2Si2 as an isolated structure at a distorted geometry (the ωB97M-V functional and the def2-TZVPD basis).

Each line ends with the Löwdin charge.
Positions of all 59 atoms, in Å:
C1 -10.0494 -5.3877 -8.0522  -0.23
H1 -10.6042 -8.1843 -12.7254  0.00
H2 -15.8194 -6.0143 -6.9479  0.11
H3 -6.7864 -3.8775 -7.8870  0.02
H4 -12.3156 -5.3874 -10.6462  0.14
H5 -7.7675 -7.3322 -6.4677  0.10
N1 -15.0653 -5.5677 -12.1775  0.20
C2 -8.1378 -8.4427 -9.7095  -0.33
C3 -10.8958 -5.0696 -15.3259  -0.02
H6 -7.0570 -9.7195 -12.5375  0.02
Si1 -8.3528 -5.6417 -8.8217  0.45
H7 -6.1236 -8.2360 -12.2073  0.03
C4 -12.7922 -5.3888 -13.1702  -0.04
C5 -13.7040 -5.5504 -12.1117  -0.20
Br1 -12.9183 -5.0147 -17.3360  0.85
H8 -8.1883 -4.2237 -15.3286  0.10
H9 -5.9694 -5.4030 -8.3100  0.03
H10 -7.1886 -5.0270 -14.0615  0.11
C6 -10.4652 -5.1296 -14.0206  -0.17
H11 -10.5000 -4.4435 -8.4248  0.02
C7 -7.8350 -8.0343 -7.3280  -0.11
C8 -10.2357 -8.4490 -11.7356  -0.22
C9 -7.0808 -8.6328 -12.5696  -0.22
H12 -10.9197 -8.0408 -10.9787  0.02
Au1 -8.3006 -5.4401 -11.2080  0.61
C10 -16.8539 -5.8134 -10.2285  0.00
C11 -6.8537 -4.9694 -7.8444  -0.22
C12 -8.1316 -5.0727 -14.6599  -0.04
C13 -8.0586 -9.8002 -9.4591  -0.11
Si2 -8.4583 -7.8437 -11.4850  0.49
O1 -10.8643 -5.1540 -11.7060  -0.05
H13 -10.2779 -9.5336 -11.6771  0.03
N2 -13.2970 -5.5709 -10.8531  0.23
C14 -7.7018 -9.4067 -7.1042  -0.09
C15 -13.1885 -5.3217 -14.5043  -0.04
H14 -7.5145 -9.7744 -6.0837  0.11
H15 -7.1398 -8.3212 -13.6267  0.01
H16 -8.1259 -6.0020 -15.2493  0.11
C16 -16.8640 -5.8902 -8.8109  -0.06
H17 -15.5929 -5.7406 -13.0383  0.18
C17 -8.0547 -7.5142 -8.6115  -0.31
O2 -9.1599 -5.0564 -13.6603  -0.16
H18 -7.7303 -11.3407 -7.9767  0.10
C18 -12.2902 -5.1242 -15.5560  -0.62
C19 -15.7090 -5.8760 -8.0132  -0.04
H19 -10.2102 -5.0211 -16.1651  0.12
H20 -17.8237 -5.8227 -10.7681  0.13
C20 -14.4346 -5.6668 -9.9780  -0.12
H21 -10.0096 -5.2885 -6.9749  0.03
H22 -10.7309 -6.2016 -8.2966  0.01
H23 -13.5167 -5.9046 -8.0285  0.12
C21 -11.3677 -5.2135 -12.9040  -0.20
H24 -8.1568 -10.5191 -10.2819  0.10
H25 -14.2348 -5.3642 -14.8101  0.11
H26 -17.8429 -5.9509 -8.3159  0.12
C22 -14.4356 -5.8101 -8.6132  0.01
H27 -6.8686 -5.2814 -6.8243  0.00
C23 -7.8367 -10.2890 -8.1571  -0.09
C24 -15.5931 -5.7188 -10.8318  -0.11

Atoms 1-3, force components in eV/Å:
C -0.4699 1.2062 -0.5326
H -0.2409 0.0772 -0.1852
H 0.1215 0.1294 0.0379

Output
Highest occupied orbital energy (alpha / beta)   -8.16 / -10.46 eV
Spin multiplicity   3
Net charge   +1

Number 2 is which compound?
Cl4Na